Below is C28H36N6SSbSn as an isolated structure in a non-equilibrium geometry, with properties calculated with ωB97M-V/def2-TZVPD.

Summary:
Frontier orbital gap ... 6.49 eV
Max |F| ... 1.65 eV/A
Net charge ... +1
HOMO ... -9.7 eV
Relative energy (zero: lowest compared OMol25 entry of this formula, charge and spin) ... 13.1 kcal/mol
Lowest unoccupied orbital energy ... -3.17 eV

Last column: Löwdin charge in e.
Cartesian coordinates (Å):
Sn (0.24718, 1.32485, 0.81567)  1.047
N (-1.39642, 4.74795, 3.22377)  0.095
C (-0.51942, 3.91765, 2.65397)  -0.854
S (-0.68612, 2.23395, 3.06337)  0.533
N (0.42998, 4.40745, 1.91087)  -0.024
N (1.19058, 3.54225, 1.25607)  -0.146
C (2.38358, 3.88615, 0.91897)  -0.060
C (3.27648, 2.95345, 0.28087)  -0.271
C (4.58198, 3.33755, -0.04873)  0.002
C (5.43728, 2.40185, -0.59683)  -0.035
C (4.96308, 1.11625, -0.82463)  -0.030
C (3.65468, 0.82225, -0.47583)  -0.150
N (2.83548, 1.70445, 0.07307)  0.008
H (-1.99832, 4.39325, 3.94917)  0.091
H (-1.28352, 5.74375, 3.11577)  0.113
H (2.75488, 4.87575, 1.17207)  0.137
H (4.90918, 4.34985, 0.13837)  0.120
H (6.45368, 2.66805, -0.84713)  0.118
H (5.59898, 0.35875, -1.24973)  0.112
H (3.24108, -0.16875, -0.62633)  0.095
C (0.50578, 1.48905, -4.06213)  -0.020
C (0.72818, 1.56885, -2.68583)  -0.116
N (-0.23742, 1.56115, -1.79633)  0.026
C (-1.50962, 1.47425, -2.21663)  -0.154
C (-1.83932, 1.37865, -3.58973)  -0.131
C (-0.78582, 1.38765, -4.51783)  0.016
C (-3.20422, 1.28085, -3.98623)  -0.006
C (-4.19682, 1.31095, -3.06653)  -0.005
C (-3.90542, 1.42245, -1.67773)  -0.136
C (-4.91882, 1.47825, -0.70693)  0.018
C (-4.57072, 1.58185, 0.61537)  -0.018
C (-3.21652, 1.60725, 0.95237)  -0.144
N (-2.24632, 1.56435, 0.06497)  0.015
C (-2.56222, 1.48555, -1.23973)  -0.171
H (1.33828, 1.50215, -4.74683)  0.114
H (1.73128, 1.63555, -2.29043)  0.095
H (-1.00322, 1.31445, -5.57383)  0.126
H (-3.42932, 1.19035, -5.03763)  0.122
H (-5.23062, 1.25395, -3.36783)  0.122
H (-5.95372, 1.45475, -1.01493)  0.127
H (-5.31672, 1.64325, 1.39137)  0.116
H (-2.91142, 1.67915, 1.98627)  0.043
C (2.06578, -4.47035, -0.66463)  -0.165
C (0.60898, -4.15785, -0.37253)  -0.588
C (-0.24782, -4.37135, -1.60703)  -0.163
Sb (0.42878, -2.06095, 0.33187)  1.373
C (-1.58952, -2.12045, 1.23317)  -0.583
C (-1.84812, -3.37425, 2.04537)  -0.139
C (-2.66262, -1.93115, 0.17547)  -0.157
C (1.57888, -2.34265, 2.20327)  -0.570
C (3.02208, -1.92015, 1.97527)  -0.170
C (0.99908, -1.54825, 3.35537)  -0.160
H (2.16548, -5.48785, -1.04063)  0.079
H (2.67198, -4.38695, 0.23437)  0.054
H (2.46448, -3.79415, -1.42023)  0.070
H (0.25928, -4.80705, 0.43287)  0.080
H (0.03888, -3.68255, -2.40093)  0.069
H (-1.30222, -4.21955, -1.38803)  0.049
H (-0.12572, -5.38775, -1.98053)  0.079
H (-1.59422, -1.23995, 1.89317)  0.061
H (-1.86932, -4.24495, 1.39237)  0.071
H (-2.81252, -3.30765, 2.55107)  0.084
H (-1.08052, -3.53085, 2.80117)  0.059
H (-2.75302, -2.81835, -0.44743)  0.064
H (-2.43562, -1.08665, -0.47463)  0.042
H (-3.62852, -1.75215, 0.64697)  0.081
H (1.54688, -3.41045, 2.44267)  0.090
H (3.07918, -0.83785, 1.83737)  0.054
H (3.45628, -2.40735, 1.10307)  0.053
H (3.63538, -2.17525, 2.83887)  0.083
H (0.97848, -0.48155, 3.11177)  0.019
H (1.61758, -1.66575, 4.24357)  0.086
H (-0.00762, -1.85975, 3.61147)  0.056

***

Below is C28H37BrCl3GeIrN3Si as an isolated structure in a non-equilibrium geometry, with properties calculated with ωB97M-V/def2-TZVPD.

Summary:
⟨S²⟩ ... 0.784
Spin multiplicity ... 2
Frontier orbital gap (spin up / spin down) ... 6.74 / 5.02 eV
Max |F| ... 1.55 eV/A
Net charge ... +2
HOMO (spin up / spin down) ... -14.4 / -14.4 eV
Relative energy (zero: lowest compared OMol25 entry of this formula, charge and spin) ... 0.0 kcal/mol
Lowest unoccupied orbital energy (spin up / spin down) ... -7.68 / -9.39 eV

Last column: Löwdin charge in e.
Cartesian coordinates (Å):
Ir (0.42753, -1.41498, 0.12781)  0.781
N (0.32157, -9.29104, 6.75934)  0.202
C (0.35332, -8.41360, 6.02023)  -0.157
C (0.39330, -7.31487, 5.09366)  -0.196
C (-0.20614, -6.10379, 5.43020)  0.013
C (-0.15971, -5.04514, 4.54113)  -0.005
C (0.46872, -5.19623, 3.30492)  -0.185
C (1.05807, -6.41678, 2.96917)  -0.010
C (1.03163, -7.46978, 3.86420)  0.012
C (0.51664, -4.06326, 2.35905)  -0.019
C (1.07530, -2.87818, 2.74639)  -0.223
C (1.75857, -2.56542, 3.96314)  0.046
C (2.18869, -1.27125, 3.88007)  0.001
C (1.78424, -0.79010, 2.61672)  -0.094
N (1.12777, -1.72804, 1.94311)  -0.171
C (-0.00687, -4.25097, 1.04905)  -0.196
C (-0.64405, -5.37665, 0.51646)  0.105
C (-0.94701, -5.11493, -0.85092)  0.004
C (-0.50157, -3.86314, -1.11221)  -0.088
N (0.06195, -3.30582, 0.05594)  -0.155
H (-0.70585, -5.99877, 6.38309)  0.135
H (-0.63792, -4.10727, 4.79501)  0.132
H (1.57449, -6.53070, 2.02369)  0.132
H (1.50490, -8.41055, 3.61974)  0.135
H (1.90806, -3.24940, 4.78261)  0.136
H (2.74063, -0.71359, 4.61795)  0.127
H (1.96245, 0.18459, 2.18371)  0.125
H (-0.86542, -6.27980, 1.06332)  0.141
H (-1.42988, -5.77951, -1.54726)  0.130
H (-0.53100, -3.29360, -2.02798)  0.114
C (0.26818, 5.54964, -0.70506)  -0.065
C (0.58088, 4.03373, -0.60548)  -0.615
C (2.05101, 3.81423, -0.98558)  -0.085
C (0.42043, 3.58161, 0.85396)  -0.098
Si (-0.65973, 3.23250, -1.78375)  0.889
Br (-0.62622, 0.57315, -0.72635)  0.332
C (-2.49669, 3.49895, -1.44463)  -0.624
C (-2.82213, 3.84857, 0.01327)  -0.085
C (-2.83071, 4.73041, -2.33123)  -0.066
C (-3.41487, 2.33672, -1.85437)  -0.099
C (-0.11429, 2.82347, -3.54728)  -0.620
C (0.24892, 4.20205, -4.15932)  -0.064
C (-1.20849, 2.18237, -4.41034)  -0.085
C (1.11642, 1.90549, -3.61284)  -0.105
H (1.00074, 6.08345, -0.09453)  0.105
H (-0.71970, 5.80472, -0.32204)  0.070
H (0.35749, 5.93564, -1.72248)  0.084
H (2.66897, 4.36022, -0.26829)  0.101
H (2.30344, 4.19031, -1.97431)  0.076
H (2.33209, 2.76241, -0.92621)  0.038
H (1.09373, 4.18356, 1.46943)  0.101
H (0.70913, 2.53609, 0.97866)  0.036
H (-0.58495, 3.71105, 1.24685)  0.063
H (-2.31166, 4.74413, 0.36524)  0.071
H (-2.59833, 3.02410, 0.69239)  0.081
H (-3.89479, 4.04441, 0.08116)  0.101
H (-2.21563, 5.60427, -2.10484)  0.080
H (-3.86817, 5.01032, -2.13269)  0.107
H (-2.75271, 4.51688, -3.39638)  0.072
H (-3.28946, 1.47031, -1.20537)  0.043
H (-3.28902, 2.02109, -2.88622)  0.063
H (-4.44775, 2.67484, -1.74106)  0.101
H (-0.58529, 4.90719, -4.14595)  0.081
H (0.51625, 4.04263, -5.20699)  0.106
H (1.10469, 4.66918, -3.67617)  0.072
H (-2.08959, 2.81112, -4.52338)  0.074
H (-1.51755, 1.20944, -4.02598)  0.081
H (-0.79849, 2.02294, -5.41068)  0.101
H (1.97419, 2.28845, -3.06805)  0.050
H (1.41085, 1.81069, -4.66126)  0.102
H (0.89266, 0.90392, -3.24489)  0.041
Cl (3.41234, 0.08165, -1.20304)  0.223
Ge (2.64327, -1.85310, -0.79121)  -0.403
Cl (2.51891, -2.98768, -2.56789)  0.241
Cl (3.88922, -2.84454, 0.59385)  0.258

***

Question: Which value of max |F| does entry 2 give?
Answer: 1.55 eV/A

***

Question: Which value of max |F| does entry 2 give?
Answer: 1.55 eV/A

***

Question: Which value of relative energy (zero: lowest compared OMol25 entry of this formula, charge and spin) does entry 2 give?
Answer: 0.0 kcal/mol

***

Question: Which of these has the highest relative energy (zero: lowest compared OMol25 entry of this formula, charge and spin)?
Answer: C28H36N6SSbSn